ORCA calculation (the ωB97M-V functional and the def2-TZVPD basis) on C31H32IN3O13S2Ta as an isolated structure.

Positions of all 83 atoms, in Å:
1 C 2.6777 2.2623 0.8392
2 H -0.3325 5.4587 -2.1666
3 C 5.1096 -2.2457 -2.2095
4 C -4.4010 3.7376 -5.5363
5 H 2.6900 -5.8253 5.5213
6 C -2.2522 2.7298 -2.8651
7 I -1.1915 -1.0643 -2.1168
8 C 1.7830 -2.1839 4.2665
9 H 1.0951 -6.2843 5.8513
10 N 1.7130 -5.6906 5.3251
11 H 2.5096 -1.4446 3.9495
12 O 1.5967 -0.9963 -0.2025
13 C 3.6947 0.1149 -2.9862
14 Ta -0.0362 0.2868 0.1789
15 H -0.8523 4.3434 2.4056
16 O -0.7724 1.7858 -0.7799
17 H 5.6572 -3.1346 -1.9340
18 C 3.9638 -1.8390 -1.5306
19 O -2.0826 0.1552 0.9529
20 N 1.6472 1.3720 1.0494
21 H 4.1769 3.2168 2.0961
22 C -1.9744 -2.2002 1.3190
23 O -3.7196 4.9523 -5.2033
24 H -4.0823 3.4103 -6.5282
25 C 3.3562 2.5312 1.9700
26 H -2.4075 1.8713 3.0768
27 H 3.1472 1.0004 -3.2753
28 S -0.1084 -0.2610 3.8881
29 C -3.0107 3.3105 -3.8436
30 C -1.8880 5.4488 -3.6500
31 C 6.5379 -0.5728 -5.0387
32 C -2.9155 1.3562 1.0435
33 N 0.5583 0.0281 2.4120
34 O -0.9264 2.3932 1.7357
35 H -2.3751 1.6931 -2.5868
36 H -2.9693 1.7975 0.0507
37 H 3.2648 -3.6930 4.5557
38 H 2.8211 2.6860 -0.1400
39 C -1.2768 3.5495 -2.2678
40 C -0.4907 -2.8167 4.7402
41 H -0.7860 -4.8230 5.4178
42 C -2.8324 4.6338 -4.2273
43 C 2.0826 -0.3066 -1.1818
44 C -2.2954 2.2718 2.0671
45 H 6.3690 -1.0055 -6.0252
46 H -0.2755 -3.9284 0.6241
47 C 5.5072 -1.4511 -3.2606
48 C -0.3887 3.0298 -1.2124
49 O -1.5374 -0.3140 3.7265
50 S 2.7139 1.6632 3.3339
51 H -3.6763 -0.9477 1.6604
52 C 0.1887 -3.0626 1.0974
53 H -0.2134 3.1253 3.5489
54 C 1.2900 -4.4216 5.0262
55 H 0.7049 3.5751 2.0709
56 O 6.5760 -1.6285 -4.0675
57 C -0.2808 3.4174 2.4982
58 H -1.7641 6.4771 -3.9566
59 H 0.2736 -3.2211 2.1718
60 O 0.5536 3.5985 -0.7300
61 H -3.2864 -1.1655 -0.0717
62 H -1.9354 -2.3265 2.4016
63 C -0.0666 -4.0838 5.0887
64 O -4.0274 2.7578 -4.5688
65 H -2.7925 3.2462 2.0094
66 H 1.1590 -2.8793 0.6593
67 H 7.4687 -0.0102 -4.9878
68 H -5.4747 3.9070 -5.4845
69 H -2.3352 -3.1214 0.8550
70 H 3.5985 -2.4223 -0.6970
71 C 1.5544 0.9455 2.2904
72 C 3.2761 -0.6891 -1.9093
73 O -0.6594 -1.9205 0.8448
74 H -1.5400 -2.5578 4.7985
75 H -3.9076 1.0501 1.3642
76 C 4.8191 -0.3009 -3.6377
77 C -2.8775 -1.0582 0.9310
78 C -1.1009 4.8749 -2.6538
79 O 0.4628 0.6930 4.8011
80 O 5.4461 0.2804 -4.6970
81 C 2.2119 -3.4464 4.6065
82 C 0.4282 -1.8660 4.3191
83 O 1.4075 0.7287 -1.4316

The charge is +1. As for the energy above the lowest of the compared OMol25 structures with the same formula, charge and spin: 0.0 kcal per mole. For the gap between HOMO and LUMO, the calculation gives 6.93 eV. The total energy comes out at -95074.6806 eV. The calculation puts the LUMO energy at -3.32 eV.

Which charges does Mulliken predict for the atoms? In e, they are: C -1.07; H 0.54; C -1.19; C -0.23; H 0.23; C -0.89; I -0.13; C -0.25; H 0.23; N -0.51; H 0.38; O -0.70; C -1.01; Ta 1.62; H 0.46; O 1.43; H 0.45; C -0.47; O -0.09; N 0.38; H 0.51; C -0.24; O -0.48; H 0.26; C -0.67; H 0.26; H 0.62; S 1.35; C 0.85; C -1.08; C -0.25; C -0.69; N -0.35; O 0.60; H 0.16; H -0.13; H 0.35; H 0.49; C 0.04; C -0.13; H 0.33; C 0.90; C 0.97; C -0.73; H 0.26; H 0.35; C 0.96; C 0.39; O -0.74; S 0.02; H 0.63; C -0.42; H 0.28; C 0.94; H 0.20; O -0.48; C -1.05; H 0.44; H 0.24; O -0.62; H 0.28; H 0.09; C -0.89; O -0.52; H 0.65; H -0.17; H 0.26; H 0.25; H 0.64; H 0.48; C 0.07; C -0.02; O -0.11; H 0.57; H 0.82; C 0.75; C -1.24; C -0.64; O -0.80; O -0.49; C -0.88; C -0.71; O -0.89

ORCA calculation (the ωB97M-V functional and the def2-TZVPD basis) on C29H78N7O10Zr as an isolated structure.

Positions of all 125 atoms, in Å:
1 O 0.3171 1.0598 1.0039
2 H 3.4952 -4.4046 -5.4963
3 Zr 2.1310 2.3004 1.7032
4 O -1.6328 0.8040 3.8318
5 N 4.0579 2.6172 0.5228
6 C 1.4473 1.8736 5.6363
7 H -0.7072 -5.5427 3.4678
8 O -5.0985 2.8022 -1.6744
9 O -1.4235 -4.0151 2.3484
10 H -3.4458 1.6858 4.3965
11 H 3.9998 2.8038 -0.4957
12 H -1.0049 -4.0138 4.3776
13 H 0.0625 -2.1870 -4.8948
14 H -2.1117 -0.3400 1.4565
15 H -0.3567 2.4910 3.0290
16 H 2.3287 -5.7024 -5.0448
17 H -0.6924 -0.3946 -0.3304
18 H -0.9865 -6.8835 -3.2855
19 H 1.1994 2.8922 5.9412
20 H 1.4221 1.2254 6.5113
21 H -6.6860 3.0952 -3.0048
22 H -3.5453 0.4486 3.1843
23 C 2.6648 -2.8160 -0.7971
24 H -1.5556 -2.0631 2.9508
25 H 0.5430 3.3025 3.9735
26 H 2.7084 -3.1433 -3.3513
27 N -0.1164 5.2149 4.1844
28 C 3.3477 -5.3278 -4.9325
29 C 7.0878 3.6797 -2.1438
30 C -2.1221 -2.3328 0.8304
31 H 1.6588 -3.0751 -0.4520
32 H -7.1586 2.5542 -1.3850
33 H -1.9760 4.5904 -3.3970
34 C -2.1718 -5.3435 -3.9868
35 H -2.0536 7.1469 4.4121
36 C -4.2250 3.1455 -2.7243
37 H 0.2343 5.6953 5.0019
38 H -2.0278 3.9876 0.5329
39 H -1.9733 2.2250 0.9519
40 H 0.4085 -4.2029 3.3196
41 H -1.5294 1.3005 -2.0714
42 H -1.0890 -6.7515 -4.8750
43 O 6.0303 3.0177 -1.4358
44 C 2.8591 -4.0602 -2.7660
45 O 0.0983 -0.1169 -0.9335
46 H 4.7520 -4.6713 -3.4435
47 C 0.7655 0.6574 -0.1392
48 C 6.4451 2.4784 -0.2300
49 H 5.6857 1.5483 1.4744
50 H 5.9040 -0.1915 -0.0641
51 H 1.0987 0.4574 4.1330
52 H -4.2830 4.2357 -2.8573
53 H 4.1816 -0.1476 0.2286
54 H -0.7858 3.3336 -3.2097
55 H 0.1656 -2.1751 -3.0995
56 H -2.6923 -5.1811 -4.9289
57 H 3.2646 -2.4272 0.0266
58 C 5.3047 1.7474 0.4685
59 H -3.1880 6.0178 5.2898
60 H 7.2809 1.7723 -0.3095
61 H 1.8595 -4.5154 -2.6823
62 H -0.2260 -2.4037 1.8677
63 C -0.8121 1.0544 4.9381
64 N -2.0976 -0.8629 0.5789
65 H -3.9499 -5.9622 -2.9823
66 H -0.7561 0.1289 5.5167
67 H -3.0991 1.0173 -1.6970
68 C -3.1252 -5.2686 -2.8032
69 C -1.5847 5.0149 4.3880
70 H 6.8525 3.2345 0.4619
71 H 3.9989 -6.0321 -5.4521
72 H -3.3991 4.7681 3.1095
73 O -1.5228 -3.0523 -3.8335
74 C -2.1464 6.2679 5.0464
75 H -1.6980 4.2025 5.1099
76 O 1.8879 1.2029 -0.3514
77 H -2.5195 3.2581 -1.3265
78 C -0.5046 -2.0776 -3.9695
79 H 4.4804 3.5135 0.8246
80 H -1.7898 6.4973 6.0521
81 C -1.7711 -3.0159 -0.4624
82 H 0.0880 5.7546 3.3527
83 C -2.3617 3.2036 1.2226
84 H 4.8820 0.5580 -1.2755
85 C -2.7778 2.9279 -2.3364
86 H -3.2089 -0.0387 4.8531
87 H -3.5929 -4.3070 -2.5939
88 C -2.3058 4.7158 3.0927
89 C -1.8457 3.5012 -3.3959
90 C -0.6515 -4.4581 3.4431
91 H -0.9877 -1.1113 -3.8301
92 C -1.2838 -2.6471 2.0644
93 N 0.6320 2.4390 3.3820
94 O 3.3708 -3.7998 -1.4905
95 H 6.6992 4.0494 -3.0850
96 C -1.0079 -4.3674 -3.8220
97 H -2.3593 -2.7218 -1.3337
98 N 3.7123 -6.3512 -2.7304
99 H -0.3970 -4.5827 -2.9336
100 H -3.1114 -2.6691 1.1594
101 H -4.4722 2.6483 -3.6640
102 H -3.4528 3.2235 1.1408
103 H -2.0977 5.5263 2.3719
104 N -2.4829 1.4842 -2.3609
105 H 7.9171 2.9849 -2.2912
106 C -3.0144 0.7253 4.0954
107 H -6.6334 4.1952 -1.6814
108 H 7.4472 4.5015 -1.5177
109 H 3.7285 -6.0622 -1.7467
110 C 5.0091 0.4170 -0.2011
111 H 2.5199 -1.9249 -1.4291
112 H -0.2964 -4.4854 -4.6535
113 C 3.7562 -5.1283 -3.4866
114 H -2.0626 -4.0622 -0.3326
115 C -6.4363 3.1467 -1.9406
116 N -1.6674 -6.7314 -4.0301
117 H -0.7255 -2.9898 -0.7785
118 H 2.5118 1.8886 5.3675
119 C 0.6107 1.3852 4.4534
120 O -1.8552 3.4998 2.5080
121 H 2.8011 -6.8098 -2.7831
122 H -2.9814 -0.6320 0.1316
123 H -1.1439 1.8860 5.5670
124 H -2.1406 3.1767 -4.3916
125 H -2.7205 -5.6254 -1.8526

The charge is +3. As for the energy above the lowest of the compared OMol25 structures with the same formula, charge and spin: 0.0 kcal per mole. For the gap between HOMO and LUMO, the calculation gives 1.47 eV. The total energy comes out at -63492.7827 eV. The calculation puts the LUMO energy at -13.14 eV.

These are the Mulliken partial charges, in e, on atoms 1 to 99: O -0.13; H 0.40; Zr 1.37; O 0.24; N -0.50; C -1.52; H 0.29; O -0.28; O -0.41; H 0.28; H 0.32; H 0.29; H 0.42; H -0.26; H -0.16; H 0.21; H 0.01; H 0.27; H 0.39; H 0.43; H 0.32; H 0.28; C -0.61; H 0.45; H 0.63; H 0.45; N -0.53; C -1.35; C -0.77; C 0.28; H 0.31; H 0.26; H 0.43; C 0.28; H 0.38; C -0.88; H 0.26; H 0.44; H 0.06; H 0.28; H 0.04; H 0.31; O -0.31; C -0.26; O -0.13; H 0.31; C 1.01; C -0.86; H 0.35; H 0.52; H 0.34; H 0.41; H -0.01; H 0.36; H -0.09; H 0.43; H 0.39; C 0.07; H 0.41; H 0.47; H -0.11; H 0.16; C -1.33; N -0.34; H 0.46; H 0.55; H 0.26; C -1.43; C 0.86; H 0.47; H 0.39; H 0.50; O -0.38; C -1.70; H -0.20; O -0.81; H -1.02; C -0.29; H 0.40; H 0.47; C -1.21; H 0.26; C -1.39; H 0.37; C 2.03; H 0.39; H 0.34; C -1.20; C -1.53; C -0.73; H 0.22; C -0.53; N 0.43; O -0.48; H 0.25; C -0.23; H 0.51; N -0.57; H -0.01

ORCA calculation (the ωB97M-V functional and the def2-TZVPD basis) on a 7-piece molecular cluster, C14H42O14 overall.

Positions of all 70 atoms, in Å:
1 C 2.9388 0.3313 1.6879
2 H 3.6826 -4.0263 -1.4225
3 H 1.3056 -0.7171 1.7838
4 O 2.1628 0.8719 -0.4932
5 H -1.2100 -2.5411 1.4408
6 C -0.7341 2.2192 3.8308
7 C -1.8511 -1.2293 -0.1568
8 H 3.5987 -6.1013 0.4126
9 H -3.3305 1.1331 0.6153
10 H -0.1753 3.7559 2.4228
11 H 3.9984 -1.2163 -4.7223
12 C -1.6566 -1.5309 1.2761
13 H 2.0286 -2.3005 -1.4287
14 O -3.9660 1.6923 1.0646
15 O -1.0184 0.5845 -3.1744
16 H -0.9731 3.7671 -1.9080
17 H 4.0279 1.3575 0.1933
18 O 3.9154 -4.9419 -1.2030
19 H 2.7213 -2.2742 1.0470
20 H 5.6909 -1.4204 -3.1303
21 H -1.0896 0.0424 -2.3779
22 H -5.4945 0.8213 -0.1601
23 H 2.0927 -5.4641 -0.2777
24 O 2.0574 -1.5572 -2.0897
25 O -0.7396 -0.6008 1.7676
26 C -1.4526 1.8763 -2.8161
27 H -7.2387 3.0600 -0.5155
28 C 3.2054 -4.2129 1.0040
29 H -6.3807 1.7348 1.9335
30 H -5.8072 3.3704 1.4173
31 H 0.5401 2.0509 -0.4025
32 H -0.9625 -1.4998 -0.6357
33 H -2.5607 -1.3611 1.8854
34 H -1.4523 0.8856 -0.4228
35 H 2.2884 1.1618 2.0275
36 C 3.8752 -1.2025 -3.6159
37 H -0.9585 2.8263 4.7221
38 H 3.8181 -0.3757 -0.2382
39 O -0.3892 2.1878 -0.6221
40 O -2.1094 0.1701 -0.4062
41 H -2.6680 -1.7489 -0.6191
42 O 2.2200 -0.8679 1.9915
43 H -0.9498 2.3839 1.6026
44 C -6.1373 2.4291 1.0554
45 O 4.8409 -1.8342 -2.8915
46 H 1.8630 -1.3549 -4.0934
47 H -2.8449 3.1809 1.9255
48 H 0.4290 2.7776 -2.4829
49 H 2.6106 -4.5377 1.8789
50 C 3.1571 -5.2232 -0.0420
51 H 3.7627 -0.1801 -3.2843
52 H -2.3362 1.2101 3.3506
53 O -7.3074 2.5322 0.3119
54 H 2.4708 -2.8968 -3.6792
55 O 2.6106 -3.0178 0.4603
56 H 3.8861 0.2495 2.2679
57 C -0.5314 2.7652 -1.9299
58 C 3.3131 0.5010 0.2653
59 H 0.2505 1.8265 3.8322
60 O -2.1956 3.6910 2.4519
61 H -4.8442 2.4559 -0.7235
62 H -1.0863 -0.1465 2.5458
63 O -1.5640 1.0585 3.8920
64 C -5.0914 1.7985 0.1870
65 H 4.2225 -3.9786 1.3183
66 H 1.9429 0.0630 -0.9660
67 H -2.4543 1.8313 -2.2688
68 H -1.5603 2.4755 -3.7675
69 C -0.9490 3.0358 2.4881
70 C 2.5429 -1.8062 -3.3900

The charge is 0. As for the energy above the lowest of the compared OMol25 structures with the same formula, charge and spin: 5.2 kcal per mole. For the gap between HOMO and LUMO, the calculation gives 10.55 eV. The total energy comes out at -43860.8699 eV. The calculation puts the LUMO energy at 0.59 eV.

Which charges does natural (NBO) predict for the atoms? In e, they are: C -0.09; H 0.47; H 0.51; O -0.78; H 0.18; C -0.09; C -0.08; H 0.18; H 0.51; H 0.17; H 0.16; C -0.09; H 0.52; O -0.79; O -0.72; H 0.18; H 0.18; O -0.71; H 0.51; H 0.47; H 0.48; H 0.18; H 0.16; O -0.79; O -0.78; C -0.09; H 0.47; C -0.09; H 0.18; H 0.16; H 0.52; H 0.17; H 0.17; H 0.52; H 0.18; C -0.09; H 0.18; H 0.20; O -0.77; O -0.82; H 0.19; O -0.76; H 0.19; C -0.07; O -0.71; H 0.19; H 0.50; H 0.18; H 0.17; C -0.09; H 0.16; H 0.48; O -0.73; H 0.18; O -0.80; H 0.18; C -0.10; C -0.11; H 0.17; O -0.75; H 0.15; H 0.51; O -0.74; C -0.08; H 0.17; H 0.51; H 0.16; H 0.18; C -0.10; C -0.08